1.
The following is a DFT calculation (ωB97M-V/def2-TZVPD) of a molecular structure, C5H8Ag5B2Br4F8O3 in a non-equilibrium geometry.

Orbital gap   6.620 eV
Relative energy (zero: lowest compared OMol25 entry of this formula, charge and spin)   0.00 kcal per mole
HOMO energy   -12.63 eV
Total charge   +1
E   -334720.3968 eV
Molar mass   1148.680 g/mol

Each line ends with the Löwdin charge.
Cartesian coordinates (Å):
Ag  -23.07  -14.08  -10.14  0.79
Ag  -25.66  -15.71  -15.08  0.87
Ag  -27.38  -13.49  -12.56  0.88
Ag  -25.82  -16.55  -11.32  0.90
Ag  -22.52  -16.43  -13.08  0.75
Br  -19.98  -10.88  -14.54  0.60
Br  -20.57  -14.49  -14.84  0.62
Br  -19.97  -13.54  -9.71  0.71
Br  -18.93  -16.81  -12.78  0.63
F  -22.10  -17.94  -9.30  0.16
F  -29.44  -15.31  -12.44  0.15
F  -22.29  -16.10  -10.67  -0.03
F  -24.19  -17.21  -9.83  0.08
F  -22.85  -15.93  -8.52  0.13
F  -27.64  -16.68  -12.02  -0.05
F  -29.13  -17.22  -13.70  0.19
F  -27.69  -15.42  -13.87  0.01
O  -25.09  -14.16  -11.44  -0.22
O  -25.35  -13.85  -13.60  -0.19
O  -23.29  -14.20  -12.70  -0.20
C  -19.69  -14.46  -11.42  -0.71
C  -24.57  -14.03  -12.62  -0.95
C  -21.65  -12.96  -15.54  -0.65
C  -19.14  -15.83  -11.09  -0.66
C  -20.78  -11.87  -16.06  -0.66
B  -22.87  -16.82  -9.57  -1.30
B  -28.54  -16.17  -13.04  -1.24
H  -22.27  -13.32  -16.37  0.06
H  -20.70  -14.58  -11.81  -0.03
H  -19.08  -13.83  -12.05  0.05
H  -21.42  -11.12  -16.52  0.06
H  -18.17  -15.70  -10.61  0.07
H  -19.81  -16.37  -10.43  0.05
H  -19.98  -12.14  -16.74  0.06
H  -22.34  -12.59  -14.79  0.05



2.
The following is a DFT calculation (ωB97M-V/def2-TZVPD) of a single C5H8BFO2 molecule in a non-equilibrium geometry.

Orbital gap   8.697 eV
Relative energy (zero: lowest compared OMol25 entry of this formula, charge and spin)   87.37 kcal per mole
HOMO energy   -8.92 eV
E   -12800.6552 eV
Molar mass   129.927 g/mol

Each line ends with the Löwdin charge.
Cartesian coordinates (Å):
F  -2.04  1.39  1.86  -0.07
O  1.55  1.37  -0.34  0.19
O  1.98  -0.48  1.20  0.16
C  -0.03  -0.48  -0.53  -0.24
C  -1.17  0.33  1.72  0.10
C  -0.03  -1.93  -0.39  -0.12
C  -1.26  0.15  0.22  -0.18
C  0.93  -2.56  -1.19  0.04
B  1.29  0.15  0.22  -0.69
H  2.19  2.01  -0.20  0.07
H  2.71  0.00  1.76  0.18
H  1.87  -2.15  -1.43  0.06
H  -0.77  -2.40  0.16  0.09
H  -1.34  1.32  0.05  0.16
H  -0.02  -0.24  -1.54  0.12
H  -2.15  -0.15  -0.27  0.11
H  0.85  -3.57  -0.95  0.03



3.
The following is a DFT calculation (ωB97M-V/def2-TZVPD) of a molecular structure, C5H8Br6O in a non-equilibrium geometry.

Orbital gap   7.183 eV
Relative energy (zero: lowest compared OMol25 entry of this formula, charge and spin)   278.78 kcal per mole
HOMO energy   -7.76 eV
E   -427604.0111 eV
Molar mass   563.542 g/mol

Each line ends with the Löwdin charge.
Cartesian coordinates (Å):
Br  0.39  0.85  -1.30  0.98
Br  1.33  -4.56  -1.21  0.44
Br  1.69  -2.19  -1.05  0.46
Br  -1.09  -2.58  -0.34  0.81
Br  -0.90  -5.48  1.19  0.52
Br  -0.30  -1.35  -3.60  0.55
O  1.31  1.68  2.00  0.05
C  0.71  2.57  -0.17  -0.37
C  0.54  2.39  1.33  -0.45
C  -0.55  -4.44  -0.49  -1.33
C  0.06  -1.11  -1.67  -1.49
C  -0.62  3.00  2.11  -0.02
H  -0.84  4.01  1.77  0.08
H  -0.27  3.06  3.14  0.09
H  1.28  1.80  -0.69  -0.20
H  -0.84  -1.33  -1.09  -0.35
H  -0.32  2.69  -0.52  0.04
H  -1.51  2.38  1.97  0.09
H  1.22  3.52  -0.26  0.12
H  -1.30  -4.90  -1.13  -0.02